ORCA calculation (ωB97M-V/def2-TZVPD) on a structure of composition C6H9NS at a distorted geometry.

frontier orbital gap	9.33	eV
E_tot	-18687.2704	eV
highest occupied orbital energy	-0.315	Eh
E_LUMO	0.7712	eV
relative energy (zero: lowest compared OMol25 entry of this formula, charge and spin)	137.0	kcal per mole

CARTESIAN COORDINATES (ANGSTROEM)
1 C 1.118 1.701 0.237
2 C 0.671 0.193 -0.049
3 C -0.093 -1.578 -0.441
4 C -0.351 -1.611 1.066
5 C 0.068 -0.335 1.298
6 C -0.665 -0.270 -0.793
7 H 1.864 2.094 1.068
8 H 0.059 2.270 0.513
9 H 1.388 2.083 -0.817
10 H 1.281 -0.558 -1.536
11 H -0.194 -2.531 -1.057
12 H -0.643 -2.538 1.679
13 H 0.280 0.250 2.279
14 H -0.669 0.180 -1.916
15 H -2.854 1.331 -0.893
16 N 1.150 -0.942 -0.673
17 S -2.410 0.261 0.035

Force components x, y, z for each atom (eV/Å):
-1.7 1.3 -1.8
-4.6 3.4 5.7
-1.7 -3.8 -2.2
1.3 0.5 0.7
1.8 -1.2 3.0
-3.7 5.5 -2.7
-1.3 -1.7 -1.8
2.6 -1.6 -0.8
0.0 0.1 1.8
0.5 -0.3 -3.9
-0.4 1.3 0.8
0.3 2.0 -1.0
-0.8 -1.3 -1.7
-0.1 -1.6 2.3
0.9 -2.0 1.3
6.2 -2.1 2.5
0.5 1.4 -2.3

ORCA calculation (ωB97M-V/def2-TZVPD) on a cluster of 2 separate species, CH2N2S in total at a distorted geometry.

frontier orbital gap (alpha / beta)	6.33 / 8.12	eV
E_tot	-14880.1293	eV
highest occupied orbital energy (alpha / beta)	-0.356 / -0.385	Eh
E_LUMO (alpha / beta)	-3.3533 / -2.3500	eV
relative energy (zero: lowest compared OMol25 entry of this formula, charge and spin)	79.6	kcal per mole

CARTESIAN COORDINATES (ANGSTROEM)
1 C -1.015 -1.625 1.252
2 N -1.294 -2.752 1.192
3 N 0.467 1.015 -0.844
4 S 0.773 0.776 0.737
5 H -0.242 1.611 -0.988
6 H 1.311 0.974 -1.350

Force components x, y, z for each atom (eV/Å):
0.8 0.4 -0.3
0.0 0.5 0.1
2.8 -2.3 3.1
-1.1 -1.2 0.2
-2.9 2.5 -1.5
0.4 0.0 -1.5

ORCA calculation (ωB97M-V/def2-TZVPD) on a structure of composition C34H36GeNNiSSi.

frontier orbital gap (alpha / beta)	6.53 / 6.30	eV
charge	-1
2S+1	3
E_tot	-153605.1370	eV
highest occupied orbital energy (alpha / beta)	-0.137 / -0.128	Eh
E_LUMO (alpha / beta)	2.8096 / 2.8090	eV
relative energy (zero: lowest compared OMol25 entry of this formula, charge and spin)	10.5	kcal per mole

CARTESIAN COORDINATES (ANGSTROEM)
1 Ni 0.062 0.864 2.308
2 C 3.607 1.664 5.267
3 C 2.148 1.456 4.982
4 C 1.382 2.425 4.410
5 C 0.021 2.206 4.061
6 C -0.581 0.966 4.335
7 C 0.232 -0.030 4.967
8 C 1.534 0.202 5.261
9 H 3.973 0.950 6.007
10 H 3.806 2.666 5.651
11 H 4.216 1.539 4.369
12 H 1.817 3.390 4.169
13 H -0.575 3.047 3.725
14 H -1.655 0.832 4.297
15 H -0.210 -0.996 5.182
16 H 2.123 -0.586 5.717
17 C 1.125 2.341 -4.139
18 Si 0.835 3.354 -2.595
19 C 1.660 5.016 -2.815
20 C -0.993 3.593 -2.426
21 C 1.666 2.485 -1.152
22 C 2.965 2.057 -1.391
23 C 3.697 1.348 -0.438
24 C 3.059 1.081 0.758
25 N 1.836 1.509 1.036
26 C 1.129 2.205 0.125
27 S -0.446 2.663 0.674
28 H 0.691 2.843 -5.004
29 H 0.652 1.364 -4.050
30 H 2.182 2.178 -4.349
31 H 1.246 5.557 -3.667
32 H 2.733 4.906 -2.970
33 H 1.514 5.623 -1.922
34 H -1.330 4.062 -3.355
35 H -1.248 4.224 -1.582
36 H -1.521 2.651 -2.292
37 H 3.427 2.269 -2.350
38 H 4.699 0.995 -0.629
39 H 3.534 0.490 1.533
40 C -0.286 -0.931 1.510
41 Ge -1.121 -1.835 0.082
42 C 0.204 -2.360 -1.268
43 C 0.302 -3.625 -1.841
44 C 1.291 -3.923 -2.773
45 C 2.211 -2.956 -3.142
46 C 2.139 -1.691 -2.572
47 C 1.146 -1.401 -1.650
48 C -2.401 -0.722 -0.893
49 C -2.951 -1.140 -2.107
50 C -3.827 -0.337 -2.821
51 C -4.166 0.918 -2.330
52 C -3.626 1.353 -1.131
53 C -2.755 0.536 -0.419
54 C -2.088 -3.492 0.515
55 C -3.447 -3.649 0.260
56 C -4.112 -4.830 0.569
57 C -3.422 -5.886 1.143
58 C -2.068 -5.748 1.414
59 C -1.415 -4.563 1.106
60 H 0.401 -1.678 1.960
61 H -0.403 -4.400 -1.563
62 H 1.341 -4.917 -3.204
63 H 2.985 -3.185 -3.865
64 H 2.860 -0.927 -2.836
65 H 1.125 -0.413 -1.201
66 H -2.680 -2.109 -2.515
67 H -4.237 -0.684 -3.762
68 H -4.837 1.558 -2.889
69 H -3.865 2.337 -0.750
70 H -2.318 0.898 0.503
71 H -4.007 -2.837 -0.186
72 H -5.172 -4.922 0.360
73 H -3.935 -6.810 1.382
74 H -1.518 -6.564 1.868
75 H -0.360 -4.473 1.336

Force components x, y, z for each atom (eV/Å):
0.0 0.0 -0.7
0.2 0.0 0.1
-0.1 -0.5 0.1
-0.3 0.3 -0.3
0.1 0.0 0.0
0.3 -0.2 0.4
-0.8 0.0 -0.3
0.6 0.2 0.1
0.0 0.0 0.0
0.0 0.0 0.0
0.0 0.0 0.0
0.0 0.0 0.0
0.1 -0.1 0.0
0.1 0.0 -0.1
0.0 0.0 0.0
0.0 0.0 0.0
0.1 -0.1 -0.1
-0.2 -0.2 0.3
0.1 0.1 0.0
-0.1 0.1 -0.2
0.3 0.0 -0.3
0.1 -0.1 0.2
-0.2 0.1 -0.1
0.0 0.0 0.0
-0.1 -0.3 0.4
-0.3 0.2 0.1
0.2 0.1 0.2
0.0 0.1 -0.1
-0.1 -0.1 0.0
0.1 0.0 0.0
0.0 0.1 -0.1
0.1 0.0 0.0
0.0 0.1 0.1
-0.2 0.0 0.0
0.0 0.1 0.1
0.0 -0.1 0.0
0.0 0.0 -0.1
0.1 0.0 0.0
0.1 0.0 0.0
0.3 0.1 0.7
-0.2 0.3 -0.2
0.3 -0.1 -0.1
-0.1 0.0 -0.1
0.0 0.0 0.0
0.1 0.0 0.0
0.0 0.0 0.0
0.1 0.1 0.0
-0.1 0.1 -0.1
0.1 -0.1 -0.1
0.0 0.0 0.0
0.0 0.0 0.0
0.0 0.0 0.0
-0.1 0.0 0.1
0.0 -0.2 0.1
-0.1 0.0 0.0
0.0 0.0 0.0
-0.1 -0.1 0.0
0.1 0.0 0.0
0.0 0.0 0.0
-0.1 0.1 0.0
0.0 0.0 0.0
0.0 0.0 0.0
0.0 0.0 0.0
0.0 0.0 0.0
-0.1 0.0 0.0
0.0 0.0 0.0
0.0 0.0 0.0
0.0 0.0 0.0
0.0 0.1 0.0
0.0 -0.1 0.0
0.0 0.0 0.0
0.0 0.0 0.0
0.0 0.0 0.0
0.0 0.0 0.0
0.1 0.0 0.0

ORCA calculation (ωB97M-V/def2-TZVPD) on a structure of composition C2H4N4O at a distorted geometry.

frontier orbital gap (alpha / beta)	8.82 / 8.83	eV
E_tot	-10139.9430	eV
highest occupied orbital energy (alpha / beta)	-0.310 / -0.310	Eh
E_LUMO (alpha / beta)	0.3987 / 0.3974	eV
relative energy (zero: lowest compared OMol25 entry of this formula, charge and spin)	165.8	kcal per mole

CARTESIAN COORDINATES (ANGSTROEM)
1 C 0.583 -0.348 1.950
2 C -0.126 0.334 -0.230
3 N 1.144 -0.777 2.962
4 N -1.078 0.060 2.845
5 N 0.496 -0.898 4.059
6 N 0.878 -0.112 0.734
7 O -0.699 -0.374 3.952
8 H -0.645 -0.425 -0.711
9 H -0.899 0.832 0.433
10 H 0.316 0.988 -1.110
11 H 1.798 -0.402 0.216

Force components x, y, z for each atom (eV/Å):
-5.8 1.5 3.3
0.0 3.1 0.6
2.6 -1.7 0.9
2.5 0.0 -3.7
1.5 -0.6 2.1
2.9 0.0 -5.8
-1.0 0.0 0.1
-0.7 -1.9 -0.7
0.8 0.1 -1.3
-0.7 -0.9 2.3
-2.2 0.4 2.3